(1)
12
Properties=species:S:1:pos:R:3 method="wB97M-V/def2-TZVPD" smiles="C=C/C=C/C=S" gap_ev=7.899
C 1.9535 -0.9437 -0.1338
C 1.4862 0.3027 0.1646
C 0.1477 0.6204 -0.0875
C -0.9401 -0.0433 0.3977
C -2.2573 0.3613 -0.0216
S -3.6433 -0.3917 -0.0237
H 1.3846 -1.8207 -0.6485
H 2.9457 -1.2433 -0.0498
H 2.2143 1.1350 0.4524
H 0.0129 1.5869 -0.7700
H -1.0408 -1.0529 0.9601
H -2.2635 1.4896 -0.2399


(2)
12
Properties=species:S:1:pos:R:3 method="wB97M-V/def2-TZVPD" smiles="S=C1C=CCC1" gap_ev=8.325
S -2.9141 0.1130 -0.0520
C -1.2899 0.0646 -0.0223
C -0.3954 1.3132 0.1093
C 0.8572 1.0137 -0.2088
C 1.0439 -0.5247 0.0596
C -0.3324 -1.1066 -0.0335
H -0.8160 2.2525 0.3930
H 1.6774 1.7247 -0.4204
H 1.6749 -1.0302 -0.6674
H 1.6299 -0.6542 0.9816
H -0.6610 -1.6284 0.8322
H -0.4746 -1.5376 -0.9714


(3)
19
Properties=species:S:1:pos:R:3 method="wB97M-V/def2-TZVPD" smiles="Cc1c(/N=B/O)nc(=S)[nH]c1N" gap_ev=7.446
C 1.4019 -0.6181 1.4525
C 0.2956 -0.4092 0.4256
C -0.1688 0.9518 -0.0953
N 0.5572 2.1256 0.0375
B 0.7466 3.4031 -0.1566
O 0.9743 4.6669 -0.1682
N -1.1944 1.0626 -0.9609
C -1.9442 -0.0369 -1.2971
S -3.2753 -0.0321 -2.2572
N -1.4330 -1.2449 -0.8471
C -0.3619 -1.4849 -0.0920
N -0.0281 -2.8431 0.1108
H 2.0495 0.2472 1.3289
H 0.8309 -0.4568 2.3966
H 1.7387 -1.5869 1.3991
H 1.6561 5.0867 -0.6450
H -1.8353 -2.0130 -1.3579
H 0.7639 -3.2352 0.6158
H -0.7738 -3.5831 0.1104


(4)
20
Properties=species:S:1:pos:R:3 method="wB97M-V/def2-TZVPD" total_charge=-1 gap_ev=6.421
O 2.5103 0.2570 6.8107
N 2.2822 -0.8460 6.2451
C 0.9053 -1.1948 6.1284
C 0.0013 -0.2592 6.6212
N -1.3047 -0.6714 6.6752
N -2.3586 0.0329 7.1833
N -3.4412 -0.6703 6.9571
N -3.1427 -1.8396 6.3055
C -1.8020 -1.8493 6.1411
C -0.8784 -2.7568 5.5583
C 0.4563 -2.4338 5.5860
O 3.1794 -1.6005 5.8098
H 0.2632 0.6870 7.0875
H -1.3083 -3.6600 5.1253
H 1.2170 -3.1093 5.1839
H 0.2525 1.7837 5.2626
B 0.3207 2.8203 4.5155
H 0.9559 2.5929 3.4953
H -0.7909 3.2045 4.1727
H 0.8697 3.7505 5.0881


(5)
18
Properties=species:S:1:pos:R:3 method="wB97M-V/def2-TZVPD" smiles="O=P(O)(O)Bc1cccnc1" gap_ev=8.775
O -2.6701 -1.7049 -0.8156
P -2.1965 -0.3462 -1.1576
O -2.4198 0.6694 0.1297
O -2.9998 0.3574 -2.4059
B -0.3003 -0.5270 -1.4712
C 0.6277 -0.2639 -0.2098
C 0.7887 1.0718 0.3107
C 1.6297 1.1102 1.4628
C 2.1979 -0.0811 1.9607
N 2.1169 -1.3446 1.4945
C 1.3159 -1.3376 0.4121
H -1.8639 0.3436 0.8605
H -2.4717 1.1383 -2.6616
H 0.1166 -0.7874 -2.5522
H 0.3052 1.9462 -0.1476
H 1.8349 2.0688 1.9671
H 2.8118 0.0230 2.8816
H 1.1769 -2.3360 -0.0580


(6)
16
Properties=species:S:1:pos:R:3 method="wB97M-V/def2-TZVPD" smiles="OB(O)C1=CC=COC1" gap_ev=8.683
O -2.1455 1.2870 1.3287
B -1.6212 0.1292 0.8811
O -2.0614 -1.1065 1.2272
C -0.3764 0.2813 0.0000
C 0.6236 1.1751 0.0428
C 1.9005 0.9431 -0.5970
C 2.2830 -0.2907 -0.7730
O 1.4884 -1.4616 -0.7848
C 0.1433 -1.2576 -0.9594
H -2.9291 1.2749 1.8451
H -2.7854 -0.8104 1.7134
H 0.3532 2.0547 0.5333
H 2.6000 1.6800 -0.5944
H 3.2463 -0.6802 -1.1298
H -0.5593 -2.0787 -0.6015
H -0.1600 -1.1398 -2.1317


(7)
20
Properties=species:S:1:pos:R:3 method="wB97M-V/def2-TZVPD" total_charge=+1 gap_ev=3.148
C 2.0056 1.2588 0.5982
C 1.8817 -0.3669 0.6350
C 0.8693 -0.9412 -0.5364
I 1.5423 -3.0317 -0.8638
O -0.4368 -1.0351 -0.1016
C -1.2389 -0.0447 -0.6791
O -0.8381 0.9926 -1.1685
N -2.6419 -0.3050 -0.6142
O -3.3538 0.6411 -1.2816
C -3.0406 -0.4444 0.8079
O -3.6990 0.4213 1.3946
O -2.6581 -1.4928 1.4768
H 1.1545 1.6446 1.2263
H 1.8506 1.7037 -0.4675
H 3.0197 1.5384 1.0589
H 2.9243 -0.8762 0.4915
H 1.4877 -0.6713 1.6463
H 1.0080 -0.4295 -1.5563
H -3.3172 1.5061 -0.8225
Ba 3.4809 -0.0679 -1.2440


(8)
18
Properties=species:S:1:pos:R:3 method="wB97M-V/def2-TZVPD" gap_ev=8.935
C 1.8594 -0.1628 0.5319
C -0.7547 0.3601 0.3928
C -0.2942 -0.9699 0.8777
C 0.0430 0.8068 -0.8321
C 3.8695 -0.6435 0.8145
N 1.0699 -0.9697 1.0467
N 3.8261 -1.5935 -0.2791
O 3.6362 -1.0634 -1.3583
O 3.9226 -2.7733 -0.0378
S 1.7928 1.2071 -0.4532
Br 4.5418 0.9780 0.2728
H -1.8737 0.3217 0.1031
H -0.7031 1.0319 1.1343
H -0.9033 -1.3817 1.8380
H -0.5298 -1.8652 0.2999
H 0.0236 0.0176 -1.5354
H -0.2564 1.7050 -1.3123
H 4.1531 -1.1242 1.7561


(9)
16
Properties=species:S:1:pos:R:3 method="wB97M-V/def2-TZVPD" total_charge=+1 gap_ev=8.542
C -2.8523 -1.6667 0.3489
C -3.2778 -0.4130 0.0446
C -1.0384 -0.4093 -0.0900
C 1.5317 0.1020 -0.4564
C 1.5707 1.3064 0.2679
N 1.9541 -0.7819 -1.0923
N -2.1506 0.3329 -0.2175
N -1.4835 -1.6294 0.2559
Br -5.0015 0.3172 -0.0468
H -3.3981 -2.5464 0.6143
H 1.4785 1.0994 1.3371
H 0.7483 1.9590 -0.0228
H 2.5255 1.8179 0.0818
H 1.7891 -1.6387 -1.5803
H -2.1843 1.3042 -0.4852
H -0.8934 -2.4242 0.4403


(10)
14
Properties=species:S:1:pos:R:3 method="wB97M-V/def2-TZVPD" smiles="C[C@]1(Br)CCC1=O" gap_ev=10.341
C -0.5216 0.6495 -1.5661
C -0.7989 -0.1175 -0.3200
Br -2.7101 -0.1033 0.0250
C 0.0849 0.3293 1.2070
C 0.7192 -1.1725 1.0352
C -0.3229 -1.5384 -0.0110
O -0.7724 -2.5698 -0.3810
H 0.5154 0.9626 -1.6576
H -1.0322 1.6080 -1.5085
H -0.8489 0.1244 -2.4139
H -0.6811 0.2906 1.9804
H 0.7579 1.1827 1.1074
H 0.6194 -1.6674 1.9746
H 1.8579 -0.9797 0.7219


(11)
13
Properties=species:S:1:pos:R:3 method="wB97M-V/def2-TZVPD" smiles=C#CC(C)(C)Cl gap_ev=11.040
C 1.9575 -1.4512 -0.2588
C 0.7940 -1.1536 -0.3279
C -0.4129 -0.4338 -0.1599
C -0.3602 0.2666 1.2518
C -0.5488 0.8513 -1.0405
Cl -1.8812 -1.4223 -0.1690
H 2.9567 -1.5304 0.0104
H -1.1343 1.0322 1.3243
H -0.3701 -0.4163 2.0909
H 0.5796 0.7973 1.2112
H -1.3941 1.4142 -0.7453
H 0.4232 1.3653 -1.0391
H -0.6095 0.6808 -2.1481


(12)
17
Properties=species:S:1:pos:R:3 method="wB97M-V/def2-TZVPD" total_charge=+1 smiles="CO[C@H]1CC(Cl)=[NH+]C(Cl)=N1" gap_ev=8.461
C -0.7985 -1.7277 -0.9989
O -1.0349 -0.4572 -0.2906
C -0.2786 0.5659 -0.9039
C -0.4975 1.7341 0.1006
C -0.2022 0.8682 1.3490
Cl -1.3364 0.6512 2.5835
N 0.9866 0.3580 1.4519
C 1.6676 -0.1290 0.2142
Cl 2.5992 -1.4518 0.4633
N 1.2023 0.3163 -0.9377
H 0.2322 -1.7846 -0.9741
H -1.2673 -1.5244 -1.9588
H -1.1340 -2.5618 -0.3003
H -0.2559 0.5805 -2.0319
H 0.2519 2.5743 -0.1491
H -1.4880 1.9759 0.0753
H 1.3533 0.0122 2.3076


Values for max |F|, eV Å⁻¹, ordered as above
3.946, 2.797, 4.829, 3.159, 3.012, 4.993, 7.120, 4.974, 2.654, 4.676, 3.508, 5.766